(1)
{
  "formula": "C49H33CdClF5N4O2S2",
  "method": "ωB97M-V with the def2-TZVPD basis set",
  "e_above_lowest_kcal_mol": 75.7,
  "largest_force_ev_per_a": 1.012,
  "energy_ha": -4180.15010,
  "charge": -1,
  "e_homo_ev": -3.956,
  "symbols": ["Cd", "Cl", "S", "S", "F", "F", "F", "F", "F", "O", "O", "N", "N", "N", "N", "C", "C", "C", "C", "C", "C", "C", "C", "C", "C", "C", "C", "C", "C", "C", "C", "C", "C", "C", "C", "C", "C", "C", "C", "C", "C", "C", "C", "C", "C", "C", "C", "C", "C", "C", "C", "C", "C", "C", "C", "C", "C", "C", "C", "C", "C", "C", "C", "C", "H", "H", "H", "H", "H", "H", "H", "H", "H", "H", "H", "H", "H", "H", "H", "H", "H", "H", "H", "H", "H", "H", "H", "H", "H", "H", "H", "H", "H", "H", "H", "H", "H"],
  "xyz": [[0.36, -0.69, -0.81], [3.13, -0.95, -3.69], [-2.08, -3.70, -0.63], [-0.36, 3.62, 1.76], [-2.53, -0.81, -1.36], [-4.86, 0.42, -1.74], [-4.85, -4.80, -0.27], [-7.22, -0.90, -1.37], [-7.17, -3.53, -0.64], [4.90, -0.18, -0.64], [-0.14, -3.76, 2.84], [-0.26, -1.59, 2.27], [2.77, 0.48, -0.50], [2.05, -1.73, 0.87], [0.74, 1.31, 1.41], [-1.37, -3.31, 3.44], [-3.79, -1.47, 3.49], [1.61, 3.40, -1.07], [-0.12, 1.63, -2.92], [-0.64, -2.78, -5.30], [3.41, 1.56, -1.23], [3.61, 5.25, -0.12], [0.83, -2.38, -3.39], [1.13, -2.55, -1.98], [1.34, 4.91, -0.93], [0.33, 4.11, -3.21], [1.48, 4.27, -2.29], [2.38, 5.74, -0.32], [-0.19, 3.00, 4.51], [3.93, 3.87, -0.44], [1.01, 0.57, 3.75], [0.36, 2.55, -0.73], [-4.91, -0.65, 3.42], [0.01, 2.69, 3.17], [-6.05, -1.54, -1.21], [-4.81, -3.52, -0.64], [1.67, -1.70, -4.30], [0.17, 1.34, -1.64], [4.91, 1.16, -1.17], [3.27, -1.70, 0.36], [0.21, 2.08, 5.46], [-3.56, -2.89, -0.82], [0.60, 1.48, 2.78], [1.60, -2.85, 1.42], [-3.55, 1.13, 2.55], [0.31, 2.32, 0.75], [-1.28, -1.78, 3.31], [-0.35, -2.90, -3.96], [-4.79, 0.66, 2.96], [-4.85, -0.88, -1.38], [-2.55, -1.00, 3.10], [3.61, -4.00, 0.86], [1.40, -1.58, -5.65], [0.24, -2.13, -6.16], [-2.44, 0.31, 2.62], [3.62, -0.41, -0.26], [0.32, -2.71, 2.13], [-0.29, 2.96, -3.51], [0.80, 0.88, 5.08], [4.11, -2.81, 0.36], [-3.65, -1.53, -1.19], [3.02, 2.96, -0.79], [2.34, -4.03, 1.41], [-6.01, -2.87, -0.83], [-1.39, -3.66, 4.47], [-5.87, -1.03, 3.72], [-1.47, 0.66, 2.31], [0.59, -3.37, -1.53], [-0.35, 0.81, -3.60], [-3.90, -2.48, 3.87], [4.22, -4.89, 0.85], [5.10, -2.73, -0.07], [5.50, 1.77, -0.49], [2.41, 4.50, -2.79], [2.11, 6.73, 0.02], [0.03, -2.06, -7.22], [0.32, 5.18, -0.65], [-5.66, 1.29, 2.91], [-0.65, 3.94, 4.79], [-0.84, -1.36, 4.23], [2.10, -1.07, -6.29], [0.06, 5.00, -3.76], [0.07, 2.31, 6.51], [4.97, 3.60, -0.33], [5.37, 1.14, -2.16], [-1.04, -3.40, -3.29], [2.19, -2.59, -1.76], [4.38, 5.87, 0.32], [-0.48, 3.23, -0.94], [-3.45, 2.14, 2.18], [-1.56, -3.20, -5.68], [1.11, 0.18, 5.85], [-1.03, 3.00, -4.31], [1.47, -0.35, 3.44], [3.05, 1.48, -2.26], [1.92, -4.93, 1.82], [-2.21, -3.73, 2.87]],
  "mulliken_charge": [1.226, -0.270, -0.446, -0.428, 0.050, -0.360, -0.372, -0.344, -0.342, -0.527, -0.391, 0.529, 0.723, 0.773, 0.457, -0.620, -0.780, 2.029, 0.451, -0.831, -0.411, -0.996, 0.058, -2.447, -0.197, -1.348, 0.230, -1.483, -0.681, -0.763, -0.262, 0.228, -0.666, 1.498, 0.512, 0.182, 1.054, -1.636, -0.397, -0.799, -0.633, 0.827, -1.412, 0.245, -0.398, -0.693, 0.456, -0.206, -0.736, -0.186, -0.378, -0.771, -0.749, -0.353, 0.752, -0.018, -0.455, -0.638, -0.621, -0.542, -0.662, -0.137, -0.667, 0.233, 0.253, 0.382, -0.198, 0.663, 0.555, 0.390, 0.429, 0.571, 0.470, 0.460, 0.404, 0.368, 0.725, 0.372, 0.426, 0.229, 0.389, 0.346, 0.375, 0.295, 0.208, 0.303, 0.714, 0.377, 1.683, 0.457, 0.379, 0.457, 0.374, 0.269, 0.387, 0.586, 0.437]
}

(2)
{
  "formula": "C4H5NO",
  "method": "ωB97M-V with the def2-TZVPD basis set",
  "e_above_lowest_kcal_mol": 71.4,
  "largest_force_ev_per_a": 0.621,
  "energy_ha": -285.30081,
  "charge": 0,
  "e_homo_ev": -8.303,
  "symbols": ["O", "N", "C", "C", "C", "C", "H", "H", "H", "H", "H"],
  "xyz": [[-1.94, -0.21, -0.25], [0.73, -0.59, 1.28], [-1.15, 0.30, -1.01], [0.29, 0.63, -0.68], [0.86, -1.82, 1.29], [0.61, 0.57, 0.78], [-0.09, -2.32, 1.54], [0.67, 1.45, 1.41], [-1.45, 0.55, -2.05], [0.89, -0.14, -1.19], [0.57, 1.59, -1.12]],
  "nbo_charge": [-0.511, -0.296, 0.447, -0.556, -0.029, -0.031, 0.177, 0.208, 0.110, 0.248, 0.234]
}

(3)
{
  "formula": "C5H12N2O2",
  "method": "ωB97M-V with the def2-TZVPD basis set",
  "e_above_lowest_kcal_mol": 62.2,
  "largest_force_ev_per_a": 1.225,
  "energy_ha": -457.64984,
  "charge": 0,
  "smiles": "CC(C)(C)N=C=O.NO",
  "e_homo_ev": -9.508,
  "symbols": ["O", "O", "N", "N", "C", "C", "C", "C", "C", "H", "H", "H", "H", "H", "H", "H", "H", "H", "H", "H", "H"],
  "xyz": [[1.85, 0.51, -1.81], [3.89, -0.32, -0.08], [0.37, -0.15, -0.08], [2.88, -1.32, -0.09], [-1.09, 1.74, 0.24], [-1.43, -0.42, 1.50], [-1.00, 0.21, 0.17], [1.12, 0.13, -0.98], [-1.86, -0.33, -0.98], [-1.55, 0.11, -1.93], [3.33, -2.20, -0.33], [-0.78, 2.18, -0.71], [3.66, 0.26, -0.83], [-0.45, 2.11, 1.03], [-1.76, -1.41, -1.05], [-1.34, -1.50, 1.45], [-2.12, 2.05, 0.44], [-2.47, -0.16, 1.71], [-2.91, -0.09, -0.82], [2.43, -1.33, 0.85], [-0.80, -0.05, 2.30]],
  "nbo_charge": [-0.563, -0.595, -0.591, -0.551, -0.611, -0.601, 0.124, 0.909, -0.609, 0.210, 0.346, 0.211, 0.475, 0.216, 0.216, 0.214, 0.211, 0.209, 0.211, 0.353, 0.215]
}

(4)
{
  "formula": "C18H38NO2P2Tb",
  "method": "ωB97M-V with the def2-TZVPD basis set",
  "e_above_lowest_kcal_mol": 16.2,
  "largest_force_ev_per_a": 6.225,
  "multiplicity": 7,
  "energy_ha": -2420.41258,
  "charge": 2,
  "e_homo_ev": [-13.672, -13.706],
  "symbols": ["Tb", "P", "P", "O", "O", "N", "C", "C", "C", "C", "C", "C", "C", "C", "C", "C", "C", "C", "C", "C", "C", "C", "C", "C", "H", "H", "H", "H", "H", "H", "H", "H", "H", "H", "H", "H", "H", "H", "H", "H", "H", "H", "H", "H", "H", "H", "H", "H", "H", "H", "H", "H", "H", "H", "H", "H", "H", "H", "H", "H", "H", "H"],
  "xyz": [[-0.36, -0.42, 1.78], [-1.50, 1.89, -1.58], [1.96, -1.97, 1.68], [-0.28, 1.96, 0.78], [-3.99, -0.35, 1.98], [-0.39, -1.60, 0.03], [-3.17, 4.09, -1.04], [-4.14, 2.25, -2.50], [4.49, -0.90, 1.46], [-1.77, 0.10, -1.27], [3.71, -2.21, 1.26], [1.65, -2.30, 3.51], [-0.47, 2.70, -0.33], [-2.84, -0.44, 2.01], [2.68, -1.65, 4.44], [0.21, -1.87, 3.90], [-3.18, 2.59, -1.37], [-0.54, -0.85, -1.23], [-0.82, 3.72, -3.58], [4.36, -3.39, 1.98], [1.11, -3.42, 0.90], [-0.80, 2.23, -3.22], [0.04, -3.01, -0.12], [-1.39, 1.36, -4.35], [3.66, -2.14, 4.40], [5.32, -3.62, 1.50], [-0.32, 4.35, -2.83], [3.70, -2.43, 0.18], [-0.46, 3.91, -0.53], [2.33, -1.73, 5.47], [-4.21, 4.40, -0.87], [4.57, -3.17, 3.03], [-0.67, -1.58, -2.05], [-1.85, 4.10, -3.74], [1.73, -3.40, 3.58], [-3.91, 2.81, -3.43], [0.26, 1.93, -3.10], [2.83, -0.58, 4.21], [0.44, 3.28, -0.70], [-3.52, 2.06, -0.46], [-0.05, -2.29, 4.88], [-0.84, -3.67, -0.03], [-5.15, 2.55, -2.19], [-2.77, 4.70, -1.87], [-1.24, 0.29, -4.15], [-0.85, 1.60, -5.28], [5.51, -1.00, 1.06], [-2.45, 1.55, -4.51], [3.75, -4.30, 1.94], [-4.17, 1.18, -2.73], [4.56, -0.62, 2.52], [-0.59, -2.23, 3.22], [-2.38, 0.00, -0.34], [0.67, -4.05, 1.68], [-2.60, 4.31, -0.14], [0.39, -0.30, -1.45], [-2.43, -0.26, -2.08], [-0.28, 3.86, -4.53], [0.14, -0.76, 4.05], [0.41, -3.17, -1.15], [1.88, -4.02, 0.41], [4.01, -0.07, 0.92]],
  "mulliken_charge": [0.454, 1.106, 0.043, -0.623, -0.088, 0.213, -1.409, -1.541, -1.391, -0.676, 0.600, 0.486, -0.686, 0.330, -1.409, -1.258, 0.633, -1.025, -1.466, -1.382, -0.820, 0.538, -0.734, -1.326, 0.241, 0.469, 0.369, 0.456, 0.164, 0.424, 0.450, 0.223, 0.583, 0.260, 0.419, 0.304, 0.421, 0.323, 0.161, 0.277, 0.565, 0.228, 0.460, 0.250, 0.289, 0.451, 0.442, 0.255, 0.339, 0.347, 0.287, 0.345, -0.199, 0.437, 0.388, 0.244, 0.686, 0.469, 0.250, 0.479, 0.531, 0.341]
}

(5)
{
  "formula": "C4H10NO2S",
  "method": "ωB97M-V with the def2-TZVPD basis set",
  "e_above_lowest_kcal_mol": 81.1,
  "largest_force_ev_per_a": 5.182,
  "energy_ha": -761.79208,
  "charge": -1,
  "e_homo_ev": -2.950,
  "symbols": ["S", "O", "O", "N", "C", "C", "C", "C", "H", "H", "H", "H", "H", "H", "H", "H", "H", "H"],
  "xyz": [[-0.78, -1.17, 1.46], [-1.98, 2.32, -1.07], [-1.21, -0.52, -1.57], [2.01, 0.37, -0.56], [-0.16, 0.56, 1.10], [-0.13, -0.64, -0.96], [0.52, 0.57, -0.30], [2.47, -0.78, 0.36], [0.73, 0.58, 1.84], [2.26, -0.54, 1.35], [0.40, -1.59, -0.98], [-1.74, 1.87, -1.95], [2.50, 1.16, -0.32], [2.16, -1.76, 0.05], [0.37, 1.54, -0.61], [-0.83, 1.54, 1.30], [3.56, -0.80, 0.30], [-1.76, 1.60, -0.44]],
  "nbo_charge": [-0.589, -0.972, -0.658, -0.614, -0.563, 0.424, -0.210, -0.418, 0.200, 0.186, 0.140, 0.481, 0.337, 0.204, 0.206, 0.191, 0.167, 0.488]
}

(6)
{
  "formula": "C4H8N2O",
  "method": "ωB97M-V with the def2-TZVPD basis set",
  "e_above_lowest_kcal_mol": 88.2,
  "largest_force_ev_per_a": 0.746,
  "energy_ha": -341.86306,
  "charge": 0,
  "e_homo_ev": -8.907,
  "symbols": ["O", "N", "N", "C", "C", "C", "C", "H", "H", "H", "H", "H", "H", "H", "H"],
  "xyz": [[1.51, 0.01, -0.42], [2.01, -0.63, 1.66], [-0.90, 1.44, -0.98], [-0.04, -1.49, 0.66], [-1.76, 1.68, -2.08], [-1.73, 0.46, -1.13], [1.22, -0.66, 0.56], [-1.37, 1.55, -3.09], [-0.86, -0.82, 0.91], [0.03, -2.28, 1.41], [1.88, -1.27, 2.42], [-0.28, -1.92, -0.32], [2.87, -0.11, 1.60], [0.09, 1.49, -0.72], [-2.51, 2.45, -1.94]],
  "nbo_charge": [-0.663, -0.816, -0.588, -0.724, -0.360, 0.132, 0.686, 0.183, 0.262, 0.208, 0.394, 0.256, 0.404, 0.444, 0.182]
}

(7)
{
  "formula": "C7H14O",
  "method": "ωB97M-V with the def2-TZVPD basis set",
  "e_above_lowest_kcal_mol": 48.9,
  "largest_force_ev_per_a": 4.951,
  "energy_ha": -350.28159,
  "charge": 0,
  "smiles": "C[C@@H]1CC(C)(C)[C@H]1O",
  "e_homo_ev": -9.378,
  "symbols": ["O", "C", "C", "C", "C", "C", "C", "C", "H", "H", "H", "H", "H", "H", "H", "H", "H", "H", "H", "H", "H", "H"],
  "xyz": [[0.10, 2.27, -0.55], [-0.63, -0.98, -1.84], [0.11, -0.92, 0.64], [0.81, 0.40, 1.04], [0.50, 0.98, -0.35], [-2.12, 0.02, -0.09], [-0.68, -0.25, -0.51], [2.27, 0.34, 1.45], [-0.84, 1.75, -0.32], [0.39, -1.22, -2.12], [0.23, 0.95, 1.79], [-2.68, -0.91, -0.03], [-0.49, -1.40, 1.42], [-2.61, 0.67, -0.82], [0.83, -1.66, 0.27], [2.38, -0.20, 2.39], [2.86, -0.18, 0.69], [2.67, 1.34, 1.57], [1.30, 0.75, -1.07], [-2.16, 0.54, 0.87], [-1.07, -0.36, -2.62], [-1.18, -1.92, -1.79]],
  "nbo_charge": [-0.695, -0.610, -0.411, -0.251, 0.098, -0.654, -0.067, -0.603, 0.503, 0.210, 0.203, 0.235, 0.206, 0.214, 0.205, 0.209, 0.201, 0.214, 0.164, 0.213, 0.211, 0.205]
}

(8)
{
  "formula": "C6H12O",
  "method": "ωB97M-V with the def2-TZVPD basis set",
  "e_above_lowest_kcal_mol": 9.2,
  "largest_force_ev_per_a": 0.601,
  "energy_ha": -311.04469,
  "charge": 0,
  "smiles": "C[C@H]1CO[C@@H](C)C1",
  "e_homo_ev": -9.557,
  "symbols": ["O", "C", "C", "C", "C", "C", "C", "H", "H", "H", "H", "H", "H", "H", "H", "H", "H", "H", "H"],
  "xyz": [[0.80, -1.46, -0.42], [-1.07, -0.32, 0.42], [1.36, -0.37, 0.35], [2.36, 0.39, -0.50], [-2.33, 0.50, 0.12], [-0.51, -1.08, -0.79], [0.18, 0.49, 0.84], [-3.23, -0.11, 0.07], [-2.24, 1.06, -0.82], [1.85, 0.98, -1.27], [3.02, -0.32, -0.99], [-2.52, 1.25, 0.89], [-1.31, -1.02, 1.23], [2.95, 1.07, 0.12], [1.88, -0.85, 1.19], [0.17, 1.47, 0.34], [0.22, 0.67, 1.92], [-1.08, -1.97, -1.04], [-0.51, -0.40, -1.66]],
  "nbo_charge": [-0.529, -0.237, 0.090, -0.625, -0.609, -0.064, -0.428, 0.213, 0.204, 0.202, 0.221, 0.212, 0.201, 0.209, 0.181, 0.200, 0.218, 0.192, 0.150]
}